[1]
{
  "formula": "C3H6O",
  "method": "the ωB97M-V functional and the def2-TZVPD basis",
  "e_homo_ev": -8.198,
  "e_above_lowest_kj_mol": 387.1,
  "energy_ev": -5251.6824,
  "symbols": ["C", "C", "O", "C", "H", "H", "H", "H", "H", "H"],
  "coordinates": [[-1.509, 0.281, 0.317], [0.449, -0.436, 0.680], [-0.217, 0.736, 0.771], [1.477, -0.282, -0.392], [-2.008, 1.200, 0.030], [-1.415, -0.347, -0.586], [-2.033, -0.287, 1.090], [1.417, -1.172, -1.032], [1.391, 0.636, -0.989], [2.447, -0.329, 0.112]],
  "nbo_charge": [-0.2766, 0.3512, -0.5719, -0.8080, 0.2061, 0.1804, 0.2046, 0.2469, 0.2079, 0.2594]
}

***

[2]
{
  "formula": "C6H15ClN2",
  "method": "the ωB97M-V functional and the def2-TZVPD basis",
  "e_homo_ev": [-8.719, -6.371],
  "e_above_lowest_kj_mol": 488.6,
  "energy_ev": -21961.5614,
  "symbols": ["C", "C", "C", "C", "C", "C", "N", "N", "Cl", "H", "H", "H", "H", "H", "H", "H", "H", "H", "H", "H", "H", "H", "H", "H"],
  "coordinates": [[-0.901, 0.436, -2.070], [1.556, 0.463, -1.480], [0.365, -1.707, -2.216], [1.087, 0.714, 2.507], [-1.332, 0.299, 2.454], [0.332, -0.300, -1.830], [-0.022, 0.089, 1.808], [0.061, -0.987, 1.012], [-0.547, -2.603, 1.592], [-1.466, 0.198, -2.957], [-1.575, 0.181, -1.212], [-0.723, 1.594, -2.091], [1.985, -0.025, -0.497], [1.212, 1.523, -1.296], [2.341, 0.444, -2.334], [-0.288, -2.037, -3.178], [1.327, -2.156, -2.493], [-0.037, -2.144, -1.312], [1.044, 1.667, 2.124], [1.032, 0.834, 3.567], [1.993, 0.289, 2.207], [-1.494, -0.219, 3.372], [-1.430, 1.389, 2.861], [-2.161, -0.085, 1.646]],
  "nbo_charge": [-0.6599, -0.6633, -0.6755, -0.4167, -0.4523, 0.0922, -0.2447, -0.1439, -0.0396, 0.2132, 0.2122, 0.2015, 0.2183, 0.2089, 0.2136, 0.1994, 0.2172, 0.2395, 0.2059, 0.2042, 0.2245, 0.2022, 0.2129, 0.2301]
}

***

[3]
{
  "formula": "C24H39O22P",
  "method": "the ωB97M-V functional and the def2-TZVPD basis",
  "e_homo_ev": -10.540,
  "e_above_lowest_kj_mol": 134.9,
  "energy_ev": -79855.5845,
  "symbols": ["C", "C", "O", "P", "O", "O", "C", "C", "O", "C", "C", "H", "H", "H", "H", "H", "H", "H", "H", "H", "H", "H", "H", "H", "H", "H", "O", "C", "O", "C", "C", "O", "H", "H", "H", "H", "O", "C", "O", "C", "C", "O", "H", "H", "H", "H", "O", "C", "O", "C", "C", "O", "H", "H", "H", "H", "O", "C", "O", "C", "C", "O", "H", "H", "H", "H", "O", "C", "O", "C", "C", "O", "H", "H", "H", "H", "O", "C", "O", "C", "C", "O", "H", "H", "H", "H"],
  "coordinates": [[-4.335, 1.515, -4.967], [-4.021, 2.367, -3.728], [-2.673, 2.834, -3.883], [-1.619, 2.602, -2.686], [-2.193, 2.095, -1.420], [-0.588, 1.513, -3.186], [-1.137, 0.259, -3.648], [-0.690, -0.095, -5.028], [-0.763, 3.989, -2.647], [-1.625, 5.139, -2.494], [-0.774, 6.320, -3.048], [-5.320, 1.053, -5.008], [-4.265, 2.122, -5.873], [-3.546, 0.770, -5.054], [-4.726, 3.195, -3.640], [-4.164, 1.789, -2.816], [-0.608, -0.421, -2.968], [-2.176, 0.057, -3.387], [0.356, -0.403, -5.016], [-1.275, -0.912, -5.454], [-0.731, 0.688, -5.791], [-2.533, 5.135, -3.094], [-1.772, 5.235, -1.419], [-1.330, 7.250, -3.175], [-0.041, 6.486, -2.259], [-0.348, 6.069, -4.015], [-2.702, 0.680, 2.246], [-2.926, 0.652, 3.413], [-2.814, 1.769, 4.170], [-3.531, 1.573, 5.373], [-3.427, 0.091, 5.554], [-3.436, -0.346, 4.169], [-3.166, 2.252, 6.143], [-4.574, 1.909, 5.311], [-4.305, -0.333, 6.032], [-2.496, -0.194, 6.042], [8.330, -4.948, -2.349], [7.412, -4.218, -2.161], [7.013, -3.228, -3.008], [5.618, -3.051, -2.758], [5.540, -3.371, -1.290], [6.589, -4.324, -1.109], [5.385, -1.986, -2.796], [4.949, -3.612, -3.406], [4.550, -3.724, -0.989], [5.520, -2.441, -0.713], [4.873, -1.489, 6.381], [4.680, -1.240, 5.235], [5.495, -1.625, 4.228], [4.718, -1.500, 3.016], [3.911, -0.297, 3.371], [3.695, -0.440, 4.762], [5.354, -1.253, 2.171], [4.118, -2.404, 2.902], [2.940, -0.240, 2.879], [4.452, 0.602, 3.063], [-1.361, -5.750, -1.889], [-1.859, -5.419, -0.855], [-1.463, -5.791, 0.333], [-2.376, -5.369, 1.338], [-3.189, -4.300, 0.622], [-3.016, -4.671, -0.763], [-2.929, -6.287, 1.549], [-1.974, -4.967, 2.267], [-2.924, -3.260, 0.796], [-4.237, -4.501, 0.845], [2.226, 2.063, 3.799], [1.396, 2.531, 3.063], [0.089, 2.555, 3.253], [-0.449, 3.388, 2.238], [0.550, 3.219, 1.097], [1.736, 3.220, 1.938], [-1.445, 3.021, 1.993], [-0.515, 4.462, 2.414], [0.556, 4.065, 0.412], [0.429, 2.349, 0.446], [2.478, -1.913, -0.624], [1.519, -1.506, -0.051], [0.446, -1.018, -0.792], [-0.676, -0.930, 0.071], [-0.075, -0.793, 1.433], [1.173, -1.487, 1.236], [-1.208, -0.006, -0.175], [-1.372, -1.757, -0.075], [-0.665, -1.272, 2.208], [0.270, 0.209, 1.695]],
  "lowdin_charge": [-0.0585, -0.2591, -0.1905, 0.4364, -0.2461, -0.1683, -0.2709, -0.0716, -0.1870, -0.2577, -0.0585, 0.0791, 0.0789, 0.0550, 0.1164, 0.1049, 0.1088, 0.1143, 0.0823, 0.0843, 0.0835, 0.1081, 0.1151, 0.0739, 0.0714, 0.0795, 0.1631, -0.5579, 0.0530, -0.1364, -0.0901, 0.0630, 0.1392, 0.1350, 0.1347, 0.1386, 0.1671, -0.5775, 0.0636, -0.1283, -0.1421, 0.0857, 0.1313, 0.1356, 0.1225, 0.1212, 0.1635, -0.5747, 0.0604, -0.1073, -0.1699, 0.0744, 0.1320, 0.1376, 0.1100, 0.1371, 0.1618, -0.5875, 0.0817, -0.1049, -0.1098, 0.0427, 0.1361, 0.1322, 0.1128, 0.1304, 0.1548, -0.5786, 0.0782, -0.1197, -0.0913, 0.0588, 0.1221, 0.1376, 0.1273, 0.1227, 0.1596, -0.5364, 0.0350, -0.1355, -0.0863, 0.0548, 0.1160, 0.1231, 0.1333, 0.1211]
}

***

[4]
{
  "formula": "C42H60EuF6N4O4P3S2",
  "method": "the ωB97M-V functional and the def2-TZVPD basis",
  "total_charge": -2,
  "spin_multiplicity": 7,
  "s2": 12.029,
  "e_homo_ev": [-3.709, -3.725],
  "energy_ev": -143838.6748,
  "symbols": ["Eu", "C", "N", "C", "C", "N", "C", "C", "C", "C", "C", "C", "C", "S", "C", "C", "C", "C", "C", "C", "S", "H", "H", "H", "H", "H", "H", "H", "H", "H", "H", "H", "H", "H", "H", "H", "H", "H", "H", "C", "C", "C", "P", "C", "C", "C", "C", "C", "C", "C", "C", "C", "C", "N", "C", "C", "C", "C", "C", "C", "C", "P", "C", "C", "C", "C", "C", "C", "H", "H", "H", "H", "H", "H", "H", "H", "H", "H", "H", "H", "H", "H", "H", "H", "H", "H", "H", "H", "H", "H", "H", "H", "H", "H", "H", "H", "H", "H", "H", "H", "H", "H", "H", "H", "H", "H", "H", "H", "O", "H", "H", "O", "N", "O", "O", "F", "P", "F", "F", "F", "F", "F"],
  "coordinates": [[-1.689, 0.777, -0.658], [-2.356, 4.284, 0.099], [-3.272, 3.120, -0.108], [-3.999, 2.749, 1.121], [-4.546, 1.343, 0.997], [-3.772, 0.194, 1.582], [-4.473, -1.071, 1.322], [-3.495, 0.470, 2.955], [-4.371, 0.075, 3.935], [-4.105, 0.258, 5.292], [-2.977, 0.958, 5.624], [-2.119, 1.446, 4.651], [-2.303, 1.196, 3.268], [-1.081, 1.716, 2.087], [-3.953, 3.121, -1.432], [-5.358, 3.235, -1.527], [-5.975, 3.464, -2.714], [-5.247, 3.486, -3.947], [-3.874, 3.281, -3.803], [-3.154, 3.203, -2.609], [-1.424, 2.909, -2.720], [-2.824, 5.238, 0.204], [-1.554, 4.390, -0.781], [-1.751, 4.092, 1.088], [-4.955, 3.367, 1.275], [-3.352, 2.944, 2.102], [-4.618, 0.976, -0.087], [-5.551, 1.331, 1.443], [-5.580, -0.862, 1.655], [-3.936, -1.820, 2.067], [-4.491, -1.539, 0.354], [-5.168, -0.555, 3.772], [-4.791, -0.089, 6.069], [-2.755, 1.202, 6.668], [-1.066, 2.008, 5.074], [-5.824, 3.329, -0.488], [-7.004, 3.781, -2.756], [-5.596, 3.784, -4.995], [-3.195, 3.478, -4.627], [3.571, -2.844, 0.843], [3.331, -1.546, 0.521], [4.548, -0.703, 0.292], [2.122, -0.451, 1.459], [2.984, -0.256, 3.110], [2.170, 0.704, 3.975], [3.502, -1.576, 3.811], [0.730, -1.512, 1.741], [0.379, -1.858, 3.036], [-0.699, -2.758, 3.367], [-0.781, -3.249, 4.749], [-1.462, -3.182, 2.287], [-1.279, -2.589, 0.995], [-0.219, -1.727, 0.646], [-0.028, -1.272, -0.680], [0.675, -2.143, -1.613], [0.966, -3.453, -1.249], [1.697, -4.331, -2.079], [1.999, -4.098, -3.405], [2.784, -4.980, -4.288], [1.636, -2.731, -3.772], [0.907, -1.888, -2.981], [0.289, -0.316, -3.609], [-0.512, -0.754, -5.330], [-1.413, -1.909, -5.068], [0.255, -0.890, -6.642], [1.908, 0.419, -4.141], [1.643, 1.743, -4.951], [2.767, 0.768, -2.933], [3.070, -3.548, 0.482], [3.822, -2.798, 2.067], [4.653, -3.512, 0.447], [2.922, -1.634, -0.300], [5.188, -0.869, 0.826], [4.304, 0.151, 0.429], [5.025, -0.386, -0.745], [3.842, 0.371, 2.881], [1.371, 0.301, 4.562], [1.562, 1.302, 3.505], [2.824, 1.307, 4.674], [3.447, -1.480, 4.949], [4.555, -2.072, 3.488], [2.665, -2.409, 3.438], [1.012, -1.461, 3.878], [-0.616, -4.231, 4.701], [-1.741, -3.131, 5.239], [0.083, -2.932, 5.384], [-2.348, -3.938, 2.434], [-1.954, -2.876, 0.297], [0.408, -3.906, -0.228], [1.981, -5.255, -1.504], [2.814, -5.869, -3.861], [3.915, -4.832, -4.611], [1.985, -5.094, -5.501], [1.845, -2.611, -4.846], [-1.236, 0.171, -5.443], [-0.808, -2.836, -4.902], [-1.951, -1.599, -4.095], [-2.259, -2.101, -5.832], [1.079, -1.686, -6.552], [0.799, 0.113, -6.955], [-0.661, -1.054, -7.416], [2.615, -0.254, -5.034], [1.594, 2.516, -4.500], [0.616, 1.594, -5.647], [2.296, 1.847, -5.609], [2.517, 1.965, -2.498], [3.879, 0.828, -3.124], [2.657, 0.295, -2.226], [0.730, 2.074, -0.166], [1.150, 1.456, 0.404], [0.616, 3.005, 0.168], [-5.587, -0.620, -1.646], [-4.626, -0.432, -2.320], [-4.677, -0.500, -3.548], [-3.542, -0.149, -1.790], [9.392, 5.491, 4.215], [8.738, 4.400, 5.309], [8.231, 3.304, 6.318], [7.169, 4.663, 4.924], [8.639, 5.657, 6.358], [10.284, 4.070, 5.837], [8.796, 3.307, 4.139]],
  "lowdin_spin": [6.1050, 0.0003, -0.0072, 0.0000, 0.0003, -0.0025, 0.0001, -0.0002, -0.0001, 0.0000, -0.0001, -0.0007, -0.0019, -0.0166, -0.0014, 0.0001, -0.0012, 0.0003, -0.0014, -0.0018, -0.0313, -0.0001, 0.0000, 0.0000, -0.0002, 0.0000, 0.0001, 0.0001, 0.0000, 0.0000, 0.0000, 0.0000, 0.0000, 0.0000, -0.0001, 0.0000, -0.0001, 0.0000, -0.0004, 0.0000, -0.0001, 0.0000, -0.0001, 0.0000, -0.0001, 0.0000, -0.0009, 0.0002, -0.0015, -0.0003, 0.0004, -0.0018, -0.0006, -0.0148, -0.0007, -0.0005, 0.0000, 0.0000, 0.0000, -0.0001, -0.0004, -0.0029, -0.0005, 0.0000, -0.0001, -0.0005, -0.0001, 0.0000, 0.0000, 0.0000, 0.0000, 0.0000, 0.0000, 0.0000, 0.0000, 0.0000, 0.0000, -0.0001, 0.0000, 0.0000, 0.0000, 0.0000, 0.0000, -0.0001, -0.0001, 0.0000, 0.0000, 0.0000, 0.0000, 0.0000, 0.0000, 0.0000, 0.0000, 0.0000, 0.0000, 0.0000, 0.0000, 0.0000, 0.0000, 0.0000, 0.0000, -0.0002, 0.0000, 0.0000, 0.0000, 0.0000, 0.0000, 0.0000, -0.0035, 0.0001, 0.0001, -0.0001, -0.0002, -0.0002, -0.0093, 0.0000, 0.0000, 0.0000, 0.0000, 0.0000, 0.0000, 0.0000]
}

***

Question: What is the formula in the fourth record?
Answer: C42H60EuF6N4O4P3S2